1.
DFT (the ωB97M-V functional and the def2-TZVPD basis) results for a molecular structure, C19H32N2OS in a non-equilibrium geometry.

Results
HOMO (eV): -7.886
Kohn-Sham gap (eV): 8.6
LUMO (Ha): 0.025

```
! wB97M-V def2-TZVPD RIJCOSX def2/J DEFGRID3
* xyz 0 1
C -1.43 -4.00 -0.87
C -1.02 -3.04 -2.10
C -1.63 -1.56 -1.92
H -2.79 -1.79 -1.64
H -1.73 -1.28 -2.99
C -1.11 -0.93 -0.76
N -1.74 0.30 -0.25
C -1.78 1.38 -1.64
C -1.95 2.83 -1.15
H -1.79 3.43 -1.92
H -2.92 3.17 -0.56
H -1.21 3.16 -0.46
H -0.81 1.09 -2.22
H -2.58 1.21 -2.15
C -2.89 0.26 0.23
H -3.82 0.61 -0.10
C -2.79 0.89 1.74
C -1.97 0.32 2.80
N -0.49 0.29 2.14
C 0.09 -0.87 2.63
O -0.26 -1.71 3.29
C 1.20 -1.02 1.82
C 1.64 -2.25 1.27
S 2.91 -2.31 0.31
C 3.14 -0.47 0.07
C 2.28 -0.10 1.14
C 2.19 1.15 1.48
H 1.47 1.68 2.23
C 1.79 2.17 0.37
C 3.10 2.38 -0.59
C 3.57 1.27 -1.43
H 2.70 0.68 -2.06
H 4.34 1.50 -2.09
C 4.16 -0.02 -0.47
H 4.73 -0.66 -1.04
H 4.90 0.81 0.29
H 3.92 2.84 -0.25
H 2.80 3.18 -1.15
H 1.51 3.23 0.62
H 0.93 1.88 -0.21
H 3.23 1.55 2.04
H 1.01 -3.22 1.70
H -0.53 0.60 1.34
H -2.38 -0.75 3.04
H -2.00 1.05 3.56
H -3.68 1.05 2.08
H -2.38 1.95 1.55
H -2.92 -0.92 0.62
H -0.94 -1.36 -0.01
H -0.17 -0.57 -1.11
H -1.53 -3.40 -3.07
H -0.07 -2.88 -2.25
H -0.85 -4.91 -1.26
H -2.49 -4.21 -0.75
H -0.96 -3.71 0.10
*
```

2.
DFT (the ωB97M-V functional and the def2-TZVPD basis) results for a molecular structure, C48H38N4O5PSSc in a non-equilibrium geometry.

Results
HOMO (spin up / spin down) (eV): -6.554 / -6.389
Kohn-Sham gap (spin up / spin down) (eV): 6.4 / 6.1
LUMO (spin up / spin down) (Ha): -0.006 / -0.009

```
! wB97M-V def2-TZVPD RIJCOSX def2/J DEFGRID3
* xyz 0 1
Sc 1.00 0.22 0.06
C -1.85 0.34 4.75
O -1.02 -0.36 3.77
C 0.31 -0.57 4.06
C 0.80 -0.91 5.31
C 2.15 -1.05 5.49
C 3.05 -0.89 4.44
C 2.54 -0.62 3.13
C 3.56 -0.61 2.06
N 3.44 0.11 0.69
N 3.76 -1.29 -1.27
C 2.62 -1.44 -1.82
O 1.45 -1.09 -1.36
C 2.59 -2.11 -3.22
C 3.83 -2.65 -3.62
C 3.86 -3.54 -4.64
C 2.74 -3.73 -5.46
C 1.52 -3.04 -5.20
C 1.47 -2.19 -4.08
C 1.13 -0.64 2.92
O 0.69 -0.81 1.68
H -2.49 1.06 4.22
H -1.32 0.84 5.55
H -2.64 -0.32 5.16
H 0.09 -1.04 6.13
H 2.49 -1.37 6.46
H 4.15 -0.87 4.57
H 4.47 -0.20 2.59
H 4.76 -2.23 -3.17
H 4.76 -4.07 -4.87
H 2.86 -4.46 -6.24
H 0.71 -2.99 -5.93
H 0.56 -1.61 -3.92
O 1.73 3.82 -1.22
S 1.30 3.12 -0.06
O 0.09 2.25 -0.29
N 2.21 2.09 0.77
C 3.35 1.48 0.32
C 4.32 2.17 -0.44
C 5.67 1.72 -0.65
C 6.27 0.63 -0.07
C 5.72 -0.70 -0.04
C 6.54 -1.78 0.23
C 6.02 -2.90 0.88
C 4.78 -2.86 1.55
N 3.89 -1.86 1.22
C 4.20 -0.97 0.01
C 0.92 4.28 1.18
C 1.95 4.68 2.01
C 1.68 5.72 2.85
C 0.44 6.36 2.79
C -0.61 5.83 2.01
C -0.38 4.75 1.19
H 4.01 3.16 -0.72
H 6.29 2.23 -1.39
H 7.26 0.78 0.43
H 7.59 -1.60 0.01
H 6.51 -3.83 0.84
H 4.46 -3.70 2.19
H 3.01 4.36 1.90
H 2.44 5.92 3.58
H 0.35 7.34 3.34
H -1.64 6.31 1.98
H -1.10 4.24 0.48
C -6.01 1.05 2.53
C -5.34 -0.18 2.57
C -4.80 -0.68 1.41
C -4.68 0.09 0.27
C -5.36 1.31 0.20
C -6.05 1.78 1.34
P -3.50 -0.38 -1.04
C -3.98 0.35 -2.62
C -5.22 0.80 -2.93
C -5.42 1.68 -4.03
C -4.42 2.06 -4.90
C -3.16 1.55 -4.58
C -2.92 0.72 -3.49
C -4.04 -2.07 -1.32
C -3.07 -3.01 -0.91
C -3.25 -4.34 -1.35
C -4.44 -4.77 -1.93
C -5.46 -3.81 -2.17
C -5.25 -2.49 -1.80
H -6.44 1.45 3.40
H -5.22 -0.70 3.49
H -4.47 -1.70 1.42
H -5.21 1.99 -0.66
H -6.65 2.66 1.36
H -6.06 0.68 -2.29
H -6.43 1.89 -4.20
H -4.65 2.58 -5.83
H -2.36 1.61 -5.37
H -1.89 0.39 -3.33
H -2.22 -2.77 -0.26
H -2.34 -4.96 -1.36
H -4.55 -5.82 -2.24
H -6.43 -4.04 -2.62
H -6.04 -1.81 -1.89
*
```

3.
DFT (the ωB97M-V functional and the def2-TZVPD basis) results for 6 unconnected molecules or ions with the total composition C20H33Br11N5 in a non-equilibrium geometry.

Results
HOMO (eV): -11.641
Kohn-Sham gap (eV): 8.6
LUMO (Ha): -0.112

```
! wB97M-V def2-TZVPD RIJCOSX def2/J DEFGRID3
* xyz 1 1
C -0.59 0.12 0.91
C -2.09 0.36 0.69
C -2.49 0.75 -0.74
Br -2.67 -0.84 -1.83
N -1.53 1.71 -1.32
C -0.71 1.47 -2.33
N 0.05 2.53 -2.60
C -0.31 3.44 -1.69
N 0.31 4.66 -1.66
N -1.31 2.96 -0.90
C -1.96 3.66 0.20
C -1.17 4.43 1.04
C -1.76 5.16 2.07
C -3.17 4.96 2.12
C -3.85 4.12 1.27
N -3.24 3.46 0.27
H -0.21 0.77 1.69
H -0.42 -0.92 1.17
H 0.02 0.30 0.02
H -2.52 1.07 1.39
H -2.60 -0.59 0.88
H -3.46 1.23 -0.75
H -0.60 0.57 -2.90
H 0.05 5.43 -2.24
H 1.08 4.79 -1.03
H -0.11 4.48 0.89
H -1.19 5.79 2.72
H -3.75 5.46 2.87
H -4.91 3.97 1.38
Br -2.84 7.68 2.36
C -4.21 8.82 3.15
C -3.70 10.20 3.45
Br -2.58 10.22 5.04
H -4.57 8.31 4.04
H -5.01 8.86 2.41
H -4.52 10.88 3.67
H -3.10 10.61 2.64
Br 0.77 -2.31 -1.65
C 2.60 -2.86 -1.22
C 2.81 -2.92 0.27
Br 3.02 -1.13 1.02
H 3.26 -2.17 -1.72
H 2.71 -3.85 -1.66
H 3.74 -3.44 0.49
H 2.00 -3.39 0.80
Br -3.51 3.77 -3.90
C -2.90 2.27 -5.00
C -3.02 2.57 -6.46
Br -4.86 2.45 -7.07
H -3.48 1.41 -4.69
H -1.86 2.12 -4.72
H -2.48 1.83 -7.05
H -2.67 3.57 -6.72
Br 2.63 -6.72 -1.01
C 4.45 -7.30 -0.61
C 4.69 -7.37 0.87
Br 4.94 -5.59 1.63
H 5.12 -6.61 -1.12
H 4.54 -8.29 -1.05
H 5.61 -7.90 1.08
H 3.87 -7.83 1.41
Br 3.61 -10.53 3.38
C 5.02 -11.80 2.95
C 6.11 -11.17 2.14
Br 5.57 -10.92 0.28
H 4.54 -12.64 2.44
H 5.40 -12.14 3.91
H 6.99 -11.81 2.10
H 6.40 -10.19 2.51
*
```